{"formula": "C16H24N4O5S3SiTl", "method": "wB97M-V/def2-TZVPD", "elements": ["Tl", "C", "C", "N", "O", "C", "C", "N", "O", "H", "H", "H", "H", "H", "H", "H", "C", "Si", "C", "C", "N", "C", "C", "C", "C", "C", "C", "H", "H", "H", "H", "H", "H", "H", "H", "H", "H", "H", "H", "H", "H", "O", "S", "O", "O", "S", "S", "C", "C", "N", "C", "H", "H", "H"], "xyz": [[-1.33327, -0.71552, 0.48232], [-1.70328, 4.75131, -0.12915], [-1.82276, 3.25429, -0.13057], [-0.87526, 2.45797, 0.15288], [0.31936, 2.98161, 0.47051], [-3.10499, 2.60159, -0.46804], [-4.41353, 3.27783, -0.19421], [-3.02820, 1.42950, -0.95937], [-4.26825, 0.86362, -1.22458], [-0.70109, 5.01893, -0.46225], [-1.83128, 5.14285, 0.88196], [-2.44124, 5.20693, -0.78697], [0.90986, 2.14225, 0.45082], [-4.29737, 4.13772, 0.46015], [-5.06501, 2.54045, 0.27708], [-4.89333, 3.58777, -1.12398], [1.35682, -2.65478, 2.10462], [2.15865, -0.93320, 1.87525], [1.56887, 0.05909, 3.38748], [4.02369, -1.26693, 2.12172], [1.60416, -0.11298, 0.50789], [2.13353, 0.17114, -0.71953], [1.26880, 0.50657, -1.78923], [1.75491, 0.86302, -3.03275], [3.12179, 0.91493, -3.27991], [3.99251, 0.58819, -2.24845], [3.51651, 0.21229, -1.00518], [1.44073, -2.98746, 3.14212], [1.81939, -3.41885, 1.47696], [0.29252, -2.63223, 1.86310], [1.85129, -0.42698, 4.32378], [0.47985, 0.14366, 3.37099], [1.97804, 1.07058, 3.39829], [4.22071, -1.78526, 3.06154], [4.58703, -0.33128, 2.13259], [4.41779, -1.88336, 1.31081], [0.20020, 0.49139, -1.60879], [1.05695, 1.10018, -3.82809], [3.49873, 1.20802, -4.25153], [5.06380, 0.63595, -2.41311], [4.20785, -0.03177, -0.20912], [-3.49043, -2.51808, 0.73868], [-4.38266, -1.36970, 0.66744], [-3.92687, -0.19384, 1.38947], [-5.77427, -1.69316, 0.85747], [-4.22030, -0.79231, -1.41046], [1.30479, -4.56669, -1.34597], [-0.31178, -5.07024, -1.04201], [-1.14512, -3.99966, -1.05828], [-0.53028, -2.80285, -1.30734], [0.74267, -2.93883, -1.47800], [-0.54337, -6.10668, -0.86971], [-2.20714, -4.00996, -0.86635], [1.41926, -2.11702, -1.66300]], "mulliken_charge": [0.9942, -1.6290, 0.1337, 0.2117, -0.5427, 0.8168, -1.3647, -0.1002, -0.2824, 0.4472, 0.3210, 0.3861, 0.3919, 0.3534, 0.4241, 0.2945, -0.7610, -0.0988, -0.9468, -1.2991, 0.2780, -0.7377, 1.0034, -0.9394, -0.5175, -0.6341, -0.4135, 0.3494, 0.1397, 0.1518, 0.2956, 0.2208, 0.2861, 0.3428, 0.3325, 0.3151, 0.2810, 0.3948, 0.3494, 0.3634, 0.2072, -0.5512, 0.9515, -0.5395, -0.6711, -0.0305, -0.1813, -0.2661, -0.5871, -0.1082, -0.0585, 0.4442, 0.4363, 0.3425], "energy_ha": -2875.880630, "de_lowest_kcal_mol": 28.1, "lumo_energy_ha": 0.090, "homo_lumo_gap_ha": 0.241, "charge": -1, "homo_ev": -4.1198}


{"formula": "C8H13N4", "method": "wB97M-V/def2-TZVPD", "elements": ["C", "C", "C", "C", "C", "C", "C", "C", "N", "N", "N", "N", "H", "H", "H", "H", "H", "H", "H", "H", "H", "H", "H", "H", "H"], "xyz": [[-2.32462, 1.16697, 1.43355], [-3.26784, 0.40197, 0.81605], [-1.23878, -0.35525, 0.27774], [0.04123, -2.34688, -0.87589], [1.86203, 1.17870, 0.95891], [0.06419, -1.03770, -0.69174], [1.45036, -0.25809, -2.44404], [1.32515, 0.98437, -0.29002], [-1.03459, 0.63748, 1.17536], [2.10310, 0.39031, 2.03157], [-2.50342, -0.54319, 0.03064], [0.95659, -0.10690, -1.12314], [-2.60020, 2.00152, 2.05310], [-4.29951, 0.11911, 0.91492], [0.78005, -2.89446, -1.43320], [-0.75289, -3.01697, -0.55688], [2.13421, 2.17096, 1.23255], [2.49782, -0.55133, -2.33680], [0.82030, -0.85606, -3.08781], [1.46947, 0.79716, -2.93814], [-0.00425, 1.20410, 1.27376], [1.26508, 1.94595, -0.68106], [2.24986, 0.74786, 3.01960], [-3.00910, -1.16276, -0.58521], [2.01577, -0.61688, 1.82619]], "mulliken_charge": [-0.4666, -0.2568, 0.1716, -1.1115, -0.3571, 0.5327, -1.0793, -0.7285, 0.0620, -0.3585, -0.0244, 0.2353, 0.3929, 0.3841, 0.3853, 0.2900, 0.4490, 0.3746, 0.3911, 0.2944, 0.3019, 0.3706, 0.2385, 0.2554, 0.2532], "energy_ha": -531.309910, "de_lowest_kcal_mol": 84.8, "lumo_energy_ha": -0.091, "smiles": "C=C(c1[nH]cc[nH+]1)N(C)/C=C\\N", "homo_lumo_gap_ha": 0.324, "charge": 1, "homo_ev": -11.3034}


{"formula": "C4H3FO5", "method": "wB97M-V/def2-TZVPD", "elements": ["C", "C", "C", "C", "O", "O", "O", "O", "O", "F", "H", "H", "H"], "xyz": [[-0.03632, -0.05966, -2.06014], [-0.40531, 1.40166, -0.04304], [-0.00069, -1.03243, 1.64819], [0.29172, 0.09087, -0.39262], [-1.21871, -0.32774, -2.42408], [0.15174, 2.48430, -0.32085], [0.89340, 0.29694, -2.77192], [-1.49825, 1.26968, 0.57704], [-0.05219, -1.06184, 0.25356], [1.92534, 0.12839, -0.28109], [-0.69853, -0.23742, 1.90431], [0.99766, -0.89551, 1.99457], [-0.34983, -2.05724, 1.91607]], "mulliken_charge": [0.2836, 0.1487, -0.6982, 1.2231, -0.7439, -0.7364, -0.6689, -0.7309, -0.3456, -0.4771, 0.3242, 0.2474, 0.1740], "energy_ha": -630.262207, "de_lowest_kcal_mol": 15.9, "lumo_energy_ha": 0.240, "smiles": "COC(F)(C(=O)[O-])C(=O)[O-]", "homo_lumo_gap_ha": 0.253, "charge": -2, "homo_ev": -0.3521}


{"formula": "C3H6O", "method": "wB97M-V/def2-TZVPD", "elements": ["O", "C", "C", "C", "H", "H", "H", "H", "H", "H"], "xyz": [[-0.83463, -0.25716, 1.54400], [-0.30229, -0.43819, 0.29021], [1.09544, -0.04346, -0.12903], [-0.09754, 0.59357, -0.79158], [-1.59063, 0.33539, 1.45488], [-0.68648, -1.38010, -0.19623], [1.71985, -0.71654, -0.71352], [1.64936, 0.46940, 0.66146], [-0.63973, -0.24052, -1.29184], [-0.31336, 1.67761, -0.82835]], "mulliken_charge": [-0.5258, 0.0041, -0.5804, -0.4900, 0.3187, 0.2698, 0.2050, 0.2569, 0.2343, 0.3074], "energy_ha": -193.041039, "de_lowest_kcal_mol": 64.1, "lumo_energy_ha": 0.035, "smiles": "OC1CC1", "homo_lumo_gap_ha": 0.385, "charge": 0, "homo_ev": -9.4999}


{"formula": "C6H6O", "method": "wB97M-V/def2-TZVPD", "elements": ["C", "C", "C", "C", "C", "C", "H", "H", "H", "H", "H", "H", "O"], "xyz": [[0.93478, -1.97400, -0.77629], [0.24856, -0.74477, -0.67276], [0.66768, 0.91688, 0.92292], [-0.51194, 1.50261, 0.99695], [-1.54891, 0.75507, 0.09392], [-1.12719, -0.34957, -0.56050], [0.53118, -2.90416, -1.37450], [2.03104, -1.60228, -0.64048], [1.55180, 1.07965, 1.56967], [-1.03323, 2.01436, 2.13580], [-2.71256, 1.07880, 0.15837], [-2.03046, -1.17551, -0.70178], [1.21054, 0.10898, -0.14657]], "mulliken_charge": [-0.7796, 0.6917, -0.1936, -0.3863, -0.0689, -0.3900, 0.2609, 0.2633, 0.3278, 0.2264, 0.2600, 0.1598, -0.3715], "energy_ha": -307.277985, "de_lowest_kcal_mol": 116.4, "lumo_energy_ha": 0.008, "homo_lumo_gap_ha": 0.300, "charge": 0, "homo_ev": -7.9487}


{"formula": "C19H15AsClMoN2O11S2", "method": "wB97M-V/def2-TZVPD", "elements": ["Mo", "O", "N", "C", "C", "C", "C", "C", "S", "H", "H", "H", "H", "O", "As", "O", "O", "C", "C", "C", "C", "C", "C", "S", "O", "O", "O", "H", "H", "H", "H", "H", "O", "C", "O", "C", "C", "C", "C", "C", "C", "N", "O", "O", "H", "H", "H", "H", "Cl", "C", "H", "H"], "xyz": [[-1.27684, -1.12453, -0.08064], [0.33743, -2.21071, 0.53427], [0.54218, -2.60884, 1.79487], [1.78344, -3.03154, 2.11234], [2.02594, -3.50724, 3.37099], [0.98035, -3.54727, 4.29684], [-0.27214, -3.10301, 3.94033], [-0.48692, -2.61650, 2.65174], [-1.96901, -1.94129, 2.08944], [2.50669, -2.96238, 1.31464], [3.01968, -3.84239, 3.62530], [1.15481, -3.92133, 5.29559], [-1.09792, -3.10772, 4.63585], [0.75124, 2.72104, 0.55769], [-0.54279, 1.91891, 1.40151], [-0.34110, 1.80042, 2.99462], [-0.39396, 0.33062, 0.66479], [-2.05242, 2.93279, 0.78871], [-2.01670, 4.24139, 1.24601], [-3.03347, 5.12581, 0.90029], [-4.08482, 4.71011, 0.10336], [-4.14184, 3.39749, -0.34581], [-3.12753, 2.52208, 0.00031], [-3.26678, 0.86520, -0.53459], [-2.07521, 0.51544, -1.36559], [-4.53006, 0.66327, -1.15119], [-3.00141, 0.01108, 0.68623], [1.53204, 2.77473, 1.12788], [-1.20505, 4.57582, 1.88092], [-2.99712, 6.14280, 1.26513], [-4.87197, 5.40068, -0.16559], [-4.96489, 3.04555, -0.95105], [0.66678, -3.18360, -2.39940], [0.75848, -2.02212, -2.16224], [-0.32004, -1.31205, -1.62823], [1.94636, -1.16203, -2.36383], [1.94920, 0.18143, -1.99753], [3.09450, 0.93665, -2.18216], [4.20427, 0.32428, -2.73095], [4.22348, -1.00537, -3.10940], [3.07714, -1.75550, -2.91957], [5.43319, 1.13254, -2.92212], [5.40399, 2.27940, -2.52485], [6.40671, 0.55797, -3.36122], [1.06943, 0.64340, -1.57531], [3.13520, 1.98274, -1.91679], [5.11802, -1.42756, -3.54208], [3.04499, -2.79827, -3.20101], [-2.06935, -3.55774, -0.82942], [-2.99146, -2.08261, -0.96373], [-3.88790, -2.10355, -0.35560], [-3.14689, -1.79852, -1.99974]], "mulliken_charge": [0.4256, -0.3192, 0.2913, -0.3462, -0.6868, -0.1984, -0.8994, 0.9438, -0.1655, 0.5120, 0.4384, 0.4145, 0.4589, -0.5650, 0.8028, -0.6746, 0.4017, -0.2220, -0.8449, -0.7139, -0.6633, -0.3979, 0.6046, 1.4809, -0.4305, -0.5723, -0.5769, 0.3297, 0.4309, 0.4143, 0.4167, 0.5236, -0.5432, 0.2327, -0.1062, 0.2269, -0.1082, -0.7459, 0.1210, -0.5270, -0.7424, 1.0093, -0.5907, -0.5888, 0.5764, 0.5643, 0.5173, 0.5342, 0.0773, -0.4036, 0.4634, 0.4202], "energy_ha": -5230.407112, "de_lowest_kcal_mol": 0.0, "lumo_energy_ha": -0.198, "homo_lumo_gap_ha": 0.262, "charge": 1, "homo_ev": -12.5256}


{"formula": "C56H46N11PS2Sm", "method": "wB97M-V/def2-TZVPD", "elements": ["Sm", "C", "N", "C", "N", "C", "C", "C", "C", "C", "C", "C", "C", "C", "C", "C", "C", "C", "C", "P", "C", "N", "C", "C", "N", "C", "C", "C", "C", "C", "C", "C", "C", "C", "C", "C", "C", "C", "C", "N", "C", "C", "N", "C", "C", "C", "C", "C", "C", "C", "C", "C", "C", "C", "C", "C", "H", "H", "H", "H", "H", "H", "H", "H", "H", "H", "H", "H", "H", "H", "H", "H", "H", "H", "H", "H", "H", "H", "H", "H", "H", "H", "H", "H", "H", "H", "H", "H", "H", "H", "H", "H", "H", "H", "H", "N", "C", "S", "N", "N", "C", "C", "C", "C", "C", "C", "N", "H", "H", "H", "H", "H", "H", "H", "S", "C", "N"], "xyz": [[1.12100, -0.28593, -0.91360], [-3.63240, 2.56777, 1.39132], [-2.67754, 2.25206, 0.34176], [-1.75058, 1.26133, 0.36815], [-0.99034, 1.28769, -0.72910], [-1.44118, 2.36750, -1.47147], [-2.50074, 2.96127, -0.81037], [-3.29633, 4.13793, -1.18379], [-2.65143, 5.30775, -1.58424], [-3.38990, 6.41580, -1.96218], [-4.77718, 6.37119, -1.94357], [-5.42581, 5.20895, -1.55502], [-4.69009, 4.09718, -1.17576], [-0.92800, 2.84862, -2.76526], [-1.82824, 3.17696, -3.78036], [-1.37895, 3.73282, -4.96396], [-0.02750, 3.98082, -5.15202], [0.87287, 3.65549, -4.15331], [0.42689, 3.08289, -2.97310], [-1.90482, -0.01507, 1.65927], [-0.22271, -0.09060, 2.33167], [0.92581, -0.17200, 1.67082], [1.90424, -0.29567, 2.62805], [1.32524, -0.31177, 3.88124], [-0.02115, -0.17167, 3.67195], [-1.03682, -0.05601, 4.70445], [1.96402, -0.45193, 5.19657], [3.09660, 0.30302, 5.50226], [3.73213, 0.14562, 6.72227], [3.24694, -0.76268, 7.65230], [2.12067, -1.51535, 7.35730], [1.48466, -1.36547, 6.13540], [3.35836, -0.43032, 2.40421], [3.97179, -1.65438, 2.65728], [5.35258, -1.76072, 2.62460], [6.12839, -0.64573, 2.34252], [5.52139, 0.57476, 2.08833], [4.14080, 0.68517, 2.12474], [-1.83921, -1.45117, 0.55016], [-0.98091, -1.63549, -0.44482], [-1.38751, -2.77866, -1.09319], [-2.51153, -3.28229, -0.47252], [-2.78271, -2.42518, 0.56115], [-3.91419, -2.51151, 1.46651], [-3.35228, -4.41937, -0.86721], [-3.80747, -5.35872, 0.05658], [-4.60777, -6.41405, -0.35266], [-4.95668, -6.54840, -1.68770], [-4.50116, -5.62086, -2.61451], [-3.70081, -4.56626, -2.21104], [-0.73281, -3.33050, -2.28652], [-0.62845, -2.55618, -3.43704], [-0.12524, -3.11325, -4.60463], [0.29541, -4.43287, -4.61981], [0.20781, -5.20257, -3.46753], [-0.31448, -4.65972, -2.30830], [-3.20230, 2.34940, 2.36520], [-3.87312, 3.62620, 1.34284], [-4.55030, 1.99095, 1.27770], [-1.56919, 5.33956, -1.60160], [-2.88367, 7.31708, -2.28143], [-5.35228, 7.24256, -2.22659], [-6.50649, 5.15693, -1.55970], [-5.20137, 3.18088, -0.90636], [-2.88443, 2.98388, -3.64213], [-2.08630, 3.96506, -5.74893], [0.32170, 4.40268, -6.08458], [1.93347, 3.81925, -4.29584], [1.14030, 2.84718, -2.19854], [-0.56308, 0.23499, 5.63734], [-1.76616, 0.70102, 4.42635], [-1.55541, -1.00278, 4.85712], [3.47381, 1.01377, 4.77987], [4.61435, 0.73028, 6.94683], [3.75163, -0.88907, 8.60070], [1.74269, -2.23239, 8.07401], [0.63081, -1.98860, 5.89846], [3.35958, -2.51907, 2.88073], [5.82323, -2.71241, 2.83384], [7.20764, -0.72641, 2.33903], [6.12563, 1.44846, 1.87764], [3.66345, 1.64396, 1.96697], [-4.75023, -2.97645, 0.95025], [-3.67188, -3.10969, 2.34517], [-4.19784, -1.51492, 1.79368], [-3.51844, -5.27960, 1.09755], [-4.96358, -7.12984, 0.37664], [-5.58012, -7.37329, -2.00544], [-4.77890, -5.70844, -3.65647], [-3.35595, -3.84091, -2.93630], [-1.00926, -1.53993, -3.44431], [-0.07444, -2.50759, -5.49831], [0.68186, -4.86236, -5.53453], [0.53694, -6.23359, -3.47251], [-0.38949, -5.25631, -1.40750], [4.90792, -3.26715, -0.59462], [3.96802, -2.30962, -0.67096], [2.33084, -2.80403, -0.46423], [4.44078, -1.09559, -0.90278], [3.58752, -0.07548, -0.78746], [4.05206, 1.08639, -1.10607], [3.26995, 2.26899, -0.81261], [3.75891, 3.54990, -1.07682], [3.03624, 4.65214, -0.66787], [1.84457, 4.46033, 0.02225], [1.40836, 3.16366, 0.21307], [2.07362, 2.08976, -0.20880], [4.63054, -4.23088, -0.61946], [5.86433, -3.01252, -0.77839], [5.05247, 1.18965, -1.51437], [4.70637, 3.65717, -1.58763], [3.39035, 5.65217, -0.87943], [1.26473, 5.29496, 0.38857], [0.47885, 2.96430, 0.73630], [2.05051, -0.25672, -3.53179], [0.76808, 0.05800, -4.53787], [-0.09053, 0.24389, -5.29205]], "mulliken_charge": [0.6243, -0.9887, 0.4977, -0.9143, 1.1678, -0.8930, 0.7257, -0.1444, 0.0885, -0.7509, -0.4845, -0.7968, -0.3040, 0.1498, -0.3463, -0.8720, -0.5904, -0.8989, 0.1639, -0.7714, -0.7866, 1.3401, -2.5269, 0.7755, 0.3593, -1.0662, 0.2506, -0.1123, -0.8613, -0.4697, -0.7811, -0.3138, 1.7125, -0.3140, -0.9913, -0.6256, -1.2223, 0.0706, -0.9135, 0.7753, -0.9989, 0.6504, 0.4803, -1.0949, 0.1663, -0.3081, -0.7420, -0.4265, -0.8529, -0.2299, 0.3305, -0.2399, -1.0141, -0.4939, -0.9015, -0.2909, 0.3137, 0.4725, 0.3062, 0.4624, 0.4439, 0.4085, 0.4066, 0.4546, 0.5800, 0.4433, 0.4150, 0.4629, 0.5921, 0.5060, 0.3169, 0.3044, 0.4972, 0.4447, 0.4085, 0.4106, 0.4476, 0.5513, 0.4420, 0.4454, 0.4807, 0.7574, 0.4771, 0.2946, 0.3468, 0.4383, 0.3995, 0.4102, 0.4256, 0.4613, 0.9481, 0.5205, 0.4336, 0.4396, 0.5740, -0.3520, 0.7401, -0.5167, -1.8493, 1.6887, -1.6500, 1.7532, -1.1049, -0.8557, -0.9564, -0.6792, 1.6672, 0.2189, 0.2468, 0.3750, 0.5579, 0.4636, 0.5448, 0.2032, -0.3589, 0.6205, -0.6961], "energy_ha": -4559.659671, "lumo_energy_ha": [-0.100, -0.100], "homo_lumo_gap_ha": [0.262, 0.262], "s_squared": 8.758, "multiplicity": 6, "charge": 1, "homo_ev": [-9.8535, -9.8577]}


{"formula": "C2H4Br2", "method": "wB97M-V/def2-TZVPD", "elements": ["Br", "C", "C", "Br", "H", "H", "H", "H"], "xyz": [[-0.83270, 2.05303, -0.41649], [0.42475, 0.62687, 0.31031], [-0.04541, -0.71321, -0.36926], [-1.63230, -1.37726, 0.67657], [0.39731, 0.62606, 1.39996], [1.48443, 0.73495, 0.07902], [0.59059, -1.59796, -0.34055], [-0.38670, -0.35251, -1.33958]], "mulliken_charge": [0.0939, -0.5297, -0.5885, 0.3699, 0.4287, 0.3858, 0.4279, 0.4121], "energy_ha": -5226.233811, "de_lowest_kcal_mol": 7.6, "lumo_energy_ha": [-0.171, -0.383], "homo_lumo_gap_ha": [0.412, 0.170], "s_squared": 0.755, "multiplicity": 2, "charge": 1, "homo_ev": [-15.8699, -15.0725]}